#P
15
Properties=species:S:1:pos:R:3:lowdin_charge:R:1 method="wB97M-V/def2-TZVPD" gap_ev=7.54 charge=-1 homo_ev=-4.20
C -1.542 0.781 0.698 -0.194
C -0.753 -0.082 1.664 -0.617
S 0.965 0.529 1.822 0.666
H -0.953 0.970 -0.183 0.016
H -1.821 1.728 1.131 0.052
H -2.446 0.263 0.385 0.068
H -1.177 -0.107 2.677 0.051
H -0.680 -1.090 1.263 0.039
H 1.086 0.218 3.128 -0.188
N 1.601 -0.765 -2.732 0.073
C 0.720 -0.347 -1.675 -0.846
O 0.406 -1.240 -0.851 -0.109
O 0.354 0.845 -1.711 -0.104
H 2.214 -0.051 -3.081 0.047
H 2.027 -1.653 -2.536 0.045

---

#Q
15
Properties=species:S:1:pos:R:3:lowdin_charge:R:1 method="wB97M-V/def2-TZVPD" gap_ev="6.75 / 6.47" charge=-1 homo_ev="-2.97 / -2.72"
C 1.972 -0.743 1.174 -0.227
C -2.289 0.472 -1.072 -0.189
C 1.319 -0.144 -0.014 -0.702
N -1.522 0.456 1.228 -0.082
O -1.349 1.703 0.931 -0.359
O -2.430 -0.121 0.186 -0.273
S 1.209 1.513 -0.293 0.572
H 2.020 -1.821 1.216 0.050
H 2.871 -0.130 1.278 0.041
H 1.500 -0.389 2.133 0.071
H -1.786 1.474 -0.853 0.068
H -3.314 0.480 -1.498 0.079
H -1.580 -0.043 -1.617 0.025
H 0.769 -0.744 -0.693 0.002
H -0.016 1.964 0.517 -0.076

---

#R
15
Properties=species:S:1:pos:R:3:lowdin_charge:R:1 method="wB97M-V/def2-TZVPD" gap_ev=7.23 charge=-1 homo_ev=-3.32 smiles="C=[S@](=O)([O-])NCC"
C 2.551 0.383 0.593 -0.283
C -2.311 -0.630 0.403 -0.120
C -0.854 -0.769 -0.169 -0.271
N -0.447 0.766 -0.367 -0.129
O 1.612 -0.417 -1.786 -0.435
O 2.019 2.006 -1.403 -0.415
S 1.680 0.724 -0.850 0.558
H 2.874 1.225 1.152 -0.046
H 1.914 -0.366 0.993 -0.068
H -2.262 -0.292 1.429 0.057
H -2.803 0.025 -0.223 0.024
H -2.827 -1.571 0.383 0.041
H -0.055 -0.991 0.507 0.050
H -0.807 -1.205 -1.171 0.085
H -0.282 1.113 0.509 -0.049

---

#S
15
Properties=species:S:1:pos:R:3:lowdin_charge:R:1 method="wB97M-V/def2-TZVPD" gap_ev=7.17 charge=-1 homo_ev=-3.15
O -0.969 -0.613 1.699 -0.052
C -0.988 0.413 1.042 -0.414
C -1.182 0.358 -0.511 -0.556
C 0.187 0.437 -1.190 -0.610
S 1.283 1.279 0.085 0.317
N -1.960 -0.748 -0.829 0.004
H -1.067 1.443 1.537 0.086
H -1.679 1.368 -0.848 0.149
H 0.555 -0.512 -1.609 0.044
H 0.180 1.187 -2.097 0.059
H -2.734 -0.912 -0.282 0.023
H -1.361 -1.653 -0.627 0.131
H 3.854 -0.802 0.594 0.062
H 2.449 -0.534 1.504 -0.032
O 3.433 -0.713 1.534 -0.212

---

Name the least stable of them. #Q.

---

#P
13
Properties=species:S:1:pos:R:3:lowdin_charge:R:1 method="wB97M-V/def2-TZVPD" gap_ev=9.31 charge=+1 homo_ev=-14.02
C -2.525 0.441 -1.121 0.125
C 0.614 -0.525 0.258 -0.054
C 1.918 -0.891 0.109 -0.056
C 0.261 0.811 0.260 -0.179
C 4.060 0.190 -0.309 -0.226
N 2.886 0.000 -0.099 0.168
N -1.579 0.805 -0.602 0.138
N 0.542 1.925 0.512 0.311
O 5.113 0.576 -0.522 0.273
H -3.410 0.117 -1.606 0.094
H -0.150 -1.274 0.390 0.119
H 2.174 -1.945 0.152 0.149
H 0.269 2.880 0.389 0.135

---

#Q
13
Properties=species:S:1:pos:R:3:lowdin_charge:R:1 method="wB97M-V/def2-TZVPD" gap_ev="6.96 / 6.73" charge=+1 homo_ev="-14.03 / -13.96"
C -1.161 0.598 0.731 -0.008
C -1.260 -0.787 0.339 0.017
C -0.155 1.516 0.654 0.028
C 1.467 0.115 -0.301 0.295
C -0.237 -1.433 -0.303 -0.028
N 0.597 -3.284 -1.560 0.390
N 0.053 -2.518 -0.909 0.027
N 0.966 1.315 -0.071 -0.331
O 1.781 2.234 -0.324 0.050
H -2.066 0.823 1.269 0.123
H -2.194 -1.298 0.486 0.131
H -0.173 2.669 0.801 0.202
H 2.381 0.049 -0.813 0.104

---

Name the least stable of them. #Q.

---

#P
8
Properties=species:S:1:pos:R:3:lowdin_charge:R:1 method="wB97M-V/def2-TZVPD" gap_ev=7.82 homo_ev=-8.93
C -0.689 -0.264 -0.305 -0.022
C 1.312 0.254 -1.233 -0.553
N 0.081 -0.119 -1.318 -0.132
O 3.769 -0.020 -1.799 -0.588
S 2.442 -0.062 -2.411 0.919
H -1.701 -0.638 -0.385 0.062
H -0.350 0.083 0.797 0.120
H 1.992 0.868 -0.164 0.193

---

#Q
8
Properties=species:S:1:pos:R:3:lowdin_charge:R:1 method="wB97M-V/def2-TZVPD" gap_ev=9.40 homo_ev=-9.03 smiles="C1=NOCS1"
C -0.795 -1.116 -0.113 -0.570
C 0.559 0.965 0.108 -0.322
N 0.495 -1.253 -0.129 -0.008
O 1.160 -0.058 -0.408 -0.165
S -1.485 0.444 -0.255 0.816
H -1.483 -1.952 -0.060 0.073
H 0.635 1.133 1.210 0.103
H 0.913 1.837 -0.353 0.074

---

#R
8
Properties=species:S:1:pos:R:3:lowdin_charge:R:1 method="wB97M-V/def2-TZVPD" gap_ev=10.17 homo_ev=-9.69 smiles="C=NSC=O"
C 0.877 -0.849 2.163 -0.136
C -0.729 -0.090 -1.219 -0.636
H 1.494 -0.084 2.643 0.056
H 0.718 -1.775 2.831 0.091
H -0.805 -1.258 -1.041 0.114
N 0.377 -0.816 0.953 -0.374
O -1.241 0.519 -2.097 -0.022
S 0.312 0.644 0.000 0.907

---

Name the least stable of them. #P.